Entry 1:
Entry from the Open Molecules 2025 dataset: a gas-phase ion, C3H7OS (charge -1) (wB97M-V/def2-TZVPD).

The geometry in ORCA input format:
```
! RIJCOSX wB97M-V def2-TZVPD def2/J DEFGRID3
* xyz -1 1
O 2.019 1.157 -0.419
C 0.832 1.325 0.198
C -0.237 0.297 -0.204
C 0.010 -1.122 0.267
S -1.319 -2.287 -0.417
H 0.947 1.322 1.312
H 0.347 2.309 -0.054
H -0.344 0.317 -1.291
H -1.208 0.630 0.201
H 0.959 -1.503 -0.105
H 0.045 -1.218 1.348
H -2.052 -1.228 -0.835
*
```

SMILES: [O-]CCCS
Energy above the lowest of the compared OMol25 structures with the same formula, charge and spin (kJ/mol): 149.7

Entry 2:
Entry from the Open Molecules 2025 dataset: a molecular structure, C14H12ClN3O5Pd (wB97M-V/def2-TZVPD).

The geometry in ORCA input format:
```
! RIJCOSX wB97M-V def2-TZVPD def2/J DEFGRID3
* xyz 0 3
Pd 0.513 0.283 -1.627
C 1.853 -0.376 2.569
C 1.709 -0.292 1.082
N 0.575 -0.234 0.483
N -0.619 -0.322 1.026
C -1.546 -0.602 0.090
O -1.270 -0.921 -1.104
C -2.956 -0.546 0.523
C -3.310 -0.465 1.867
C -4.644 -0.369 2.223
C -5.629 -0.344 1.244
C -5.279 -0.430 -0.096
C -3.946 -0.535 -0.457
C 2.857 -0.310 0.177
C 4.181 -0.304 0.612
C 5.199 -0.349 -0.322
C 4.890 -0.404 -1.674
C 3.557 -0.420 -2.038
N 2.575 -0.387 -1.140
H 0.863 -0.371 3.018
H 2.415 0.482 2.943
H 2.376 -1.287 2.865
H -2.533 -0.481 2.619
H -4.921 -0.310 3.268
H -6.670 -0.254 1.525
H -6.043 -0.412 -0.863
H -3.647 -0.597 -1.494
H 4.404 -0.255 1.668
H 6.232 -0.339 -0.002
H 5.663 -0.428 -2.429
H 3.252 -0.471 -3.075
O 0.298 1.395 -3.668
Cl -0.033 2.441 -2.709
O -0.333 3.652 -3.363
O -1.151 1.979 -1.913
O 1.117 2.585 -1.828
*
```

⟨S²⟩: 2.01

Entry 3:
Entry from the Open Molecules 2025 dataset: 2 unconnected molecules or ions with the total composition CH7N3 (wB97M-V/def2-TZVPD).

The geometry in ORCA input format:
```
! RIJCOSX wB97M-V def2-TZVPD def2/J DEFGRID3
* xyz 0 1
H 1.668 0.464 1.107
N 0.984 0.069 0.374
C 0.519 -1.038 0.816
N -0.467 -1.889 0.245
H 0.944 -1.454 1.784
H -0.254 -2.842 0.338
H -0.656 -1.594 -0.741
N -0.882 1.998 -1.179
H -0.017 2.432 -1.520
H -0.530 1.127 -0.630
H -1.310 2.726 -0.593
*
```

SMILES: [H]/N=C/N.N
Energy above the lowest of the compared OMol25 structures with the same formula, charge and spin (kJ/mol): 53.1

Entry 4:
Entry from the Open Molecules 2025 dataset: C3H6OS in the gas phase (wB97M-V/def2-TZVPD).

The geometry in ORCA input format:
```
! RIJCOSX wB97M-V def2-TZVPD def2/J DEFGRID3
* xyz 0 1
C 2.269 0.020 -0.340
C 1.112 -0.296 0.684
O 0.070 -1.148 0.153
C -0.972 -0.548 -0.244
S -1.445 0.948 -0.119
H 2.553 -0.879 -0.754
H 1.748 0.548 -1.136
H 3.111 0.669 0.159
H 1.614 -0.656 1.684
H 0.655 0.588 0.892
H -1.566 -1.311 -0.760
*
```

SMILES: CCOC=S
Energy above the lowest of the compared OMol25 structures with the same formula, charge and spin (kJ/mol): 148.5

| no. | electronic energy (eV) |
| --- | --- |
| 1 | -16106.72606 |
| 2 | -45413.19131 |
| 3 | -5620.35594 |
| 4 | -16089.45190 |